Record 1
93
Properties=species:S:1:pos:R:3:forces:R:3:mulliken_charge:R:1 method="wB97M-V/def2-TZVPD" e_homo_ev=-10.62 mol_weight_g_mol=558.47 orbital_gap_ev=10.616 largest_force_ev_per_a=3.56
O 10.575 9.065 14.484 1.1 0.4 0.7 -0.584
O 9.596 15.057 13.689 0.5 0.0 -0.1 -0.707
O 7.534 13.118 9.095 0.3 0.1 1.3 -0.677
O 14.015 8.666 15.013 -0.7 -2.0 0.1 -0.548
O 8.750 14.032 11.329 -0.1 -1.6 -0.3 -0.498
O 11.339 6.558 9.743 -1.2 -2.0 0.8 -0.692
O 6.298 10.313 14.668 0.7 0.9 -0.2 -0.727
O 5.466 8.727 12.146 -0.8 2.2 0.7 -0.678
O 12.452 10.969 9.580 0.6 0.3 -0.4 -0.384
O 8.631 13.090 15.609 0.6 -1.6 -0.1 -0.665
O 10.039 11.736 10.491 -1.8 0.5 1.4 0.729
O 8.212 11.489 13.016 -0.2 1.4 -0.3 -0.117
O 5.310 10.909 10.553 0.5 -0.5 -1.4 -0.609
O 11.280 11.827 13.127 0.3 -1.4 1.8 -0.155
O 13.334 14.000 13.735 -0.2 -0.1 0.5 -0.633
O 16.812 14.992 7.751 0.5 0.2 0.3 -0.596
O 15.188 11.564 13.096 0.2 0.7 0.6 -0.730
O 10.427 10.818 16.668 -0.9 2.2 1.4 -0.617
O 9.360 10.392 7.169 -0.5 -0.6 -1.1 -0.590
O 15.192 11.126 16.028 0.0 -0.2 0.2 -0.689
O 12.195 5.438 13.818 -2.6 -0.2 0.9 -0.698
O 12.844 9.220 12.283 0.1 -1.0 -0.3 -0.185
O 14.199 16.663 14.681 -1.4 -0.8 -1.2 -0.621
O 13.676 6.425 11.621 1.3 1.5 -2.4 -0.621
O 13.028 14.788 11.020 -0.8 0.2 -0.2 -0.724
O 14.625 6.169 15.708 -0.8 0.8 0.4 -0.662
O 14.465 13.317 8.947 0.1 -1.4 0.0 -0.613
O 8.122 9.596 9.674 0.5 0.0 -0.2 -0.876
O 9.827 13.360 7.618 0.0 0.0 0.4 -0.724
O 11.210 15.390 9.001 -1.0 0.7 -0.7 -0.693
O 9.919 7.979 11.382 -1.7 1.2 0.2 -0.586
H 6.568 11.092 15.211 -0.4 -0.9 -0.5 0.292
H 14.583 6.216 11.829 0.5 -0.1 0.0 0.278
H 14.326 11.211 12.898 -0.6 -0.6 -0.4 0.339
H 9.153 11.522 13.216 0.6 -0.4 0.0 -0.095
H 11.436 10.879 13.429 -0.3 1.7 -0.5 0.069
H 10.500 7.322 10.995 -0.2 -0.1 -0.7 0.339
H 11.923 7.175 9.365 1.4 1.0 -0.5 0.312
H 17.258 14.885 8.603 -0.3 -0.2 -0.1 0.317
H 15.006 13.535 8.190 0.2 0.3 -0.3 0.261
H 12.192 9.368 11.565 0.5 -0.1 0.4 0.059
H 11.204 11.782 12.180 -0.2 -0.2 -1.1 0.140
H 9.072 14.210 12.220 0.3 1.1 0.3 0.201
H 13.679 9.105 14.251 -0.3 0.8 -0.9 0.274
H 11.180 5.298 13.897 2.7 0.4 -0.3 0.321
H 6.844 12.540 8.777 -0.2 -0.4 -0.1 0.287
H 10.769 10.665 17.563 0.0 -0.6 -1.0 0.273
H 8.048 12.449 12.856 -0.3 -1.1 0.1 0.210
H 13.200 6.072 12.318 -1.9 -1.3 2.7 0.371
H 15.054 12.025 16.346 0.0 -0.1 -0.2 0.275
H 5.422 9.214 13.008 0.2 -1.0 -0.7 0.337
H 9.661 8.992 14.252 -0.7 -0.3 -0.8 0.234
H 14.955 12.485 13.314 0.2 -0.1 -0.2 0.339
H 10.533 15.221 13.868 -0.2 0.1 -0.2 0.329
H 11.817 5.999 10.381 0.4 0.4 -0.7 0.315
H 6.856 10.462 13.866 -0.2 0.0 0.7 0.430
H 15.374 11.179 15.078 0.0 0.3 -0.2 0.400
H 5.313 11.849 10.652 -0.3 0.6 0.7 0.301
H 8.748 9.943 7.782 0.2 0.2 0.3 0.330
H 13.563 15.973 14.328 1.2 0.9 0.5 0.330
H 7.749 12.852 10.028 -0.4 0.2 -1.2 0.247
H 8.401 14.807 10.916 -0.2 0.9 -0.1 0.217
H 5.823 7.877 12.295 0.6 -1.3 0.5 0.278
H 10.583 10.175 16.001 0.8 -1.6 -0.5 0.410
H 9.950 12.434 7.379 0.2 -0.2 -0.2 0.277
H 10.793 11.947 9.991 2.0 -0.2 -1.5 0.069
H 10.644 16.119 8.626 1.0 -1.2 0.6 0.284
H 13.019 14.057 12.825 0.1 0.0 -0.6 0.369
H 8.264 13.260 16.476 -0.1 0.3 0.3 0.278
H 8.779 10.244 9.995 -0.2 0.0 0.1 0.265
H 7.276 9.865 10.048 -0.3 0.1 0.2 0.304
H 5.060 10.421 11.337 0.0 0.1 0.3 0.333
H 13.168 11.607 9.410 0.1 0.2 0.4 0.181
H 17.393 15.622 7.305 -0.3 -0.1 -0.2 0.288
H 9.064 12.198 15.741 -0.3 1.2 -0.1 0.331
H 9.421 14.267 14.210 -0.3 -0.3 0.8 0.324
H 12.466 5.700 14.725 0.1 -0.3 -0.6 0.301
H 12.231 14.994 10.462 0.6 -0.1 0.3 0.340
H 9.193 8.195 10.718 1.4 -0.4 1.0 0.319
H 14.193 7.059 15.496 1.0 -1.1 0.4 0.425
H 14.533 9.227 15.552 0.7 1.5 0.7 0.301
H 13.274 8.341 12.067 -0.6 1.0 0.1 0.154
H 11.146 8.767 13.760 -0.4 -0.2 -0.2 0.194
H 10.886 14.577 8.543 0.0 0.3 0.0 0.369
H 14.382 16.333 15.551 0.3 -0.2 0.7 0.288
H 14.022 14.102 9.233 -0.3 0.9 0.4 0.344
H 12.400 10.546 8.718 -0.4 -0.2 -0.1 0.221
H 13.255 15.640 11.404 0.2 0.1 -0.1 0.303
H 9.079 10.054 6.285 0.4 0.5 1.0 0.276
H 12.707 13.380 14.133 0.0 -0.1 0.0 0.338
H 9.044 13.287 8.202 0.0 0.2 -0.3 0.394
H 9.665 12.629 10.658 -0.1 -0.5 0.1 -0.011
H 14.823 6.168 16.666 -0.2 0.1 -0.9 0.292

Record 2
90
Properties=species:S:1:pos:R:3:forces:R:3:mulliken_charge:R:1 method="wB97M-V/def2-TZVPD" total_charge=+2 e_homo_ev=-14.88 mol_weight_g_mol=809.94 orbital_gap_ev=3.894 largest_force_ev_per_a=4.15
Tl -7.658 -3.457 -0.195 0.3 0.2 0.3 1.257
P -5.380 -6.514 -1.759 0.9 0.3 -1.1 0.377
P -7.444 0.644 -0.285 -0.1 0.6 0.6 0.196
P -7.516 -6.149 3.194 0.1 0.3 1.1 0.230
O -9.897 -5.346 -0.400 1.3 2.9 -0.6 -0.132
O -7.723 -0.802 -0.326 -0.2 -0.8 0.0 -0.300
O -7.331 -5.590 4.660 -0.3 0.4 -0.3 -0.210
O -7.568 -5.108 2.159 -0.4 0.2 -0.8 -0.330
O -6.432 -5.665 -1.179 -0.7 0.1 0.6 -0.350
O -7.327 1.138 1.208 0.4 -0.2 0.0 -0.102
O -4.154 -5.685 -2.207 0.3 0.6 -0.1 -0.379
O -6.374 -7.163 2.941 0.4 -0.5 -0.1 0.078
O -4.741 -7.626 -0.863 -0.6 -0.4 0.0 -0.402
O -8.786 -7.071 3.367 -0.5 0.2 -0.3 -0.258
O -5.881 -7.278 -3.049 -0.3 -0.2 0.3 0.050
O -8.488 1.579 -0.967 -0.1 -0.1 -0.7 -0.267
O -6.144 1.106 -1.007 0.4 0.2 -0.2 -0.264
C -6.170 -8.349 3.798 -0.4 0.3 -0.5 -0.221
C -4.877 0.522 -0.632 0.1 -0.7 0.2 -0.255
C -7.076 -7.577 -5.097 0.0 0.1 0.0 -1.302
C -7.360 2.874 2.825 0.3 0.6 -0.2 -1.309
C -6.719 -6.597 -3.999 -0.1 -0.5 -0.7 -0.038
C -9.043 -7.585 -0.147 2.1 -1.2 -0.3 0.434
C -9.967 -6.525 4.022 -0.3 0.2 0.4 -0.197
C -2.850 -6.222 -2.602 -0.3 -0.3 0.2 -0.274
C -10.660 2.342 -1.686 -0.3 -0.3 -0.2 -1.277
C -3.780 1.523 -0.878 -0.6 0.5 -0.6 -1.201
C -11.474 -6.920 0.350 -0.3 -0.9 -0.3 -1.111
C -5.585 -8.633 -0.281 0.4 -0.9 1.1 0.740
C -4.702 -8.466 4.072 0.1 -0.2 0.6 -1.310
C -6.160 -9.675 -1.203 -0.7 -0.3 -0.9 -1.266
C -6.247 -4.673 4.892 2.0 -0.6 1.1 -0.080
C -6.144 -4.365 6.370 -1.2 0.7 0.4 -1.315
C -10.242 -6.503 -0.400 -3.4 -1.7 1.7 0.754
C -9.910 1.318 -0.874 0.0 0.8 0.7 -0.071
C -6.819 2.491 1.475 -0.8 -0.5 0.1 0.031
C -2.892 -7.356 -3.594 0.6 -0.4 -0.4 -0.965
C -10.919 -7.638 4.375 0.0 0.4 0.2 -1.286
H -5.436 -3.566 6.584 0.4 -0.2 -0.2 0.407
H -12.225 -6.134 0.313 0.1 0.1 0.5 0.392
H -11.238 -7.306 1.346 0.0 0.6 0.2 0.033
H -4.746 -0.388 -1.223 0.0 0.2 -0.3 0.349
H -1.853 -7.671 -3.742 0.0 0.0 0.2 0.394
H -4.942 -9.195 0.401 0.2 0.3 0.0 0.290
H -10.487 -8.301 5.121 0.1 -0.2 -0.2 0.359
H -10.160 1.457 0.181 -0.2 -0.4 0.0 0.275
H -4.428 -7.729 4.829 0.1 0.2 -0.2 0.315
H -8.445 2.800 2.824 0.0 0.0 0.1 0.321
H -2.818 1.029 -0.971 0.1 0.1 0.2 0.365
H -7.091 3.922 2.982 -0.1 -0.1 0.2 0.401
H -8.237 -7.495 -0.871 -0.2 0.0 -0.2 -0.349
H -10.311 -6.776 -1.525 1.2 -0.6 -0.1 0.254
H -7.224 3.144 0.704 0.2 0.1 0.0 0.377
H -11.790 -7.181 4.848 -0.1 0.0 -0.1 0.383
H -6.655 -9.130 3.215 0.4 -0.4 0.2 0.326
H -4.917 0.150 0.398 0.0 0.4 0.1 0.367
H -6.318 -8.181 0.397 -0.1 0.3 -0.3 -0.486
H -5.319 -5.230 4.703 -0.1 0.1 -0.5 0.167
H -11.912 -7.815 -0.114 0.1 0.1 -0.3 0.478
H -6.939 2.276 3.629 0.0 -0.1 0.0 0.313
H -3.232 -7.129 -4.605 -0.3 0.4 0.2 0.278
H -7.086 -3.956 6.757 0.0 -0.2 -0.1 0.321
H -10.136 0.306 -1.202 0.1 -0.1 0.0 0.234
H -2.397 -6.580 -1.678 0.2 0.1 0.0 0.266
H -6.642 -10.465 -0.621 0.2 0.1 0.2 0.436
H -8.642 -7.302 0.832 -0.5 0.7 0.0 -0.487
H -6.195 -5.746 -4.439 0.1 0.1 0.3 0.343
H -5.410 -10.161 -1.827 0.2 0.1 0.2 0.343
H -5.734 2.471 1.427 0.1 0.0 0.0 0.100
H -7.637 -6.260 -3.516 0.1 0.2 0.2 0.112
H -7.617 -8.435 -4.700 -0.2 0.1 0.0 0.304
H -11.720 2.080 -1.627 0.0 0.0 -0.2 0.390
H -4.486 -9.424 4.549 0.0 -0.1 -0.2 0.422
H -6.927 -9.348 -1.913 0.1 0.4 0.2 0.191
H -5.918 -5.249 6.961 0.2 0.0 -0.1 0.304
H -6.209 -7.975 -5.623 0.2 0.2 0.1 0.310
H -10.336 2.305 -2.725 -0.1 0.1 0.0 0.329
H -6.207 -3.785 4.269 -0.8 0.0 -0.2 0.279
H -9.636 -5.990 4.911 0.0 -0.1 0.1 0.451
H -9.488 -8.571 -0.060 -0.4 0.1 -0.5 0.481
H -10.468 -5.775 3.400 0.3 -0.1 -0.3 0.289
H -4.017 2.030 -1.818 0.2 -0.3 -0.2 0.306
H -3.785 2.343 -0.162 0.3 -0.3 0.3 0.279
H -4.074 -8.339 3.195 -0.1 -0.1 -0.1 0.282
H -10.599 3.362 -1.312 0.4 0.0 0.1 0.327
H -11.249 -8.173 3.485 0.0 -0.2 0.1 0.279
H -7.683 -7.034 -5.824 -0.1 -0.2 0.0 0.418
H -2.300 -5.369 -2.983 0.0 0.1 0.0 0.363
H -6.723 -8.254 4.734 -0.1 0.2 -0.1 0.399
H -3.426 -8.229 -3.228 -0.1 0.0 0.1 0.245

Record 3
26
Properties=species:S:1:pos:R:3:forces:R:3:nbo_charge:R:1 method="wB97M-V/def2-TZVPD" e_homo_ev=-8.91 mol_weight_g_mol=135.21 orbital_gap_ev=9.757 largest_force_ev_per_a=1.56
O 0.554 -1.267 0.297 -0.6 0.4 0.4 -0.800
O -1.657 0.245 1.043 0.5 -0.3 -0.2 -0.659
N -1.533 -1.394 -0.618 0.4 -0.8 -0.9 -0.856
C -1.540 -2.000 1.749 0.2 0.2 0.0 -0.668
C 0.922 1.145 -2.145 -0.1 0.1 0.0 -0.628
C 1.609 -1.636 1.127 -0.1 0.1 0.5 -0.240
C 0.659 2.416 0.030 0.0 0.0 -0.2 -0.625
C 0.093 2.166 -1.368 0.1 -0.1 0.0 -0.381
C -1.296 -0.994 0.668 1.1 -0.5 0.2 0.759
H -1.067 -1.665 2.669 0.0 0.0 0.1 0.233
H 0.777 1.473 0.566 0.0 0.0 0.0 0.223
H 2.454 -1.992 0.520 -0.1 0.1 0.0 0.174
H -1.560 0.866 0.306 0.1 -0.1 0.1 0.491
H 0.022 3.090 0.605 0.0 -0.1 0.1 0.205
H 1.644 2.879 -0.044 0.0 0.0 0.0 0.208
H -2.618 -2.088 1.898 0.1 0.0 0.0 0.233
H -1.510 -0.634 -1.290 -0.1 0.1 0.1 0.368
H 0.039 3.107 -1.923 0.0 0.0 0.0 0.202
H 0.996 0.211 -1.585 0.0 0.0 0.0 0.237
H 0.490 0.943 -3.127 0.0 0.0 0.0 0.202
H -0.661 -1.978 -0.798 -1.4 0.6 -0.1 0.443
H 1.968 -0.796 1.742 0.1 -0.1 0.0 0.149
H -1.133 -2.964 1.463 0.0 0.0 -0.1 0.235
H -0.947 1.813 -1.301 0.0 0.0 0.0 0.151
H 1.936 1.521 -2.295 0.0 0.0 0.0 0.204
H 1.361 -2.468 1.809 -0.1 0.1 0.0 0.141

Copy entry 3 word for word.
26
Properties=species:S:1:pos:R:3:forces:R:3:nbo_charge:R:1 method="wB97M-V/def2-TZVPD" e_homo_ev=-8.91 mol_weight_g_mol=135.21 orbital_gap_ev=9.757 largest_force_ev_per_a=1.56
O 0.554 -1.267 0.297 -0.6 0.4 0.4 -0.800
O -1.657 0.245 1.043 0.5 -0.3 -0.2 -0.659
N -1.533 -1.394 -0.618 0.4 -0.8 -0.9 -0.856
C -1.540 -2.000 1.749 0.2 0.2 0.0 -0.668
C 0.922 1.145 -2.145 -0.1 0.1 0.0 -0.628
C 1.609 -1.636 1.127 -0.1 0.1 0.5 -0.240
C 0.659 2.416 0.030 0.0 0.0 -0.2 -0.625
C 0.093 2.166 -1.368 0.1 -0.1 0.0 -0.381
C -1.296 -0.994 0.668 1.1 -0.5 0.2 0.759
H -1.067 -1.665 2.669 0.0 0.0 0.1 0.233
H 0.777 1.473 0.566 0.0 0.0 0.0 0.223
H 2.454 -1.992 0.520 -0.1 0.1 0.0 0.174
H -1.560 0.866 0.306 0.1 -0.1 0.1 0.491
H 0.022 3.090 0.605 0.0 -0.1 0.1 0.205
H 1.644 2.879 -0.044 0.0 0.0 0.0 0.208
H -2.618 -2.088 1.898 0.1 0.0 0.0 0.233
H -1.510 -0.634 -1.290 -0.1 0.1 0.1 0.368
H 0.039 3.107 -1.923 0.0 0.0 0.0 0.202
H 0.996 0.211 -1.585 0.0 0.0 0.0 0.237
H 0.490 0.943 -3.127 0.0 0.0 0.0 0.202
H -0.661 -1.978 -0.798 -1.4 0.6 -0.1 0.443
H 1.968 -0.796 1.742 0.1 -0.1 0.0 0.149
H -1.133 -2.964 1.463 0.0 0.0 -0.1 0.235
H -0.947 1.813 -1.301 0.0 0.0 0.0 0.151
H 1.936 1.521 -2.295 0.0 0.0 0.0 0.204
H 1.361 -2.468 1.809 -0.1 0.1 0.0 0.141